1.
{
  "formula": "C4H9N3O",
  "method": "ωB97M-V with the def2-TZVPD basis set",
  "spin_multiplicity": 1,
  "de_lowest_ev": 2.9535,
  "energy_ha": -397.242106,
  "charge": 0,
  "species": ["H", "N", "C", "N", "O", "C", "C", "C", "N", "H", "H", "H", "H", "H", "H", "H", "H"],
  "xyz": [[0.51605, 1.82061, -0.88551], [-0.03459, 1.17913, -1.36075], [-0.42750, 0.13157, -0.73689], [-1.40169, -0.60327, -1.32904], [-1.79804, -0.17890, -2.58680], [0.07386, -0.28507, 0.58600], [-0.86022, -1.07226, 1.44225], [1.23116, 0.23368, 1.05751], [2.21215, 0.93491, 0.43266], [-1.35974, -1.60411, -1.31164], [-1.29711, 0.65187, -2.69642], [-0.72206, -0.90395, 2.52182], [-1.94556, -0.74044, 1.26169], [-0.73422, -2.14097, 1.16099], [1.45527, 0.07098, 2.15217], [2.94291, 1.46618, 0.87947], [2.14933, 1.04005, -0.58750]]
}


2.
{
  "formula": "C4H9N3O",
  "method": "ωB97M-V with the def2-TZVPD basis set",
  "spin_multiplicity": 1,
  "de_lowest_ev": 10.4039,
  "energy_ha": -396.968309,
  "charge": 0,
  "species": ["C", "C", "C", "C", "H", "H", "H", "H", "H", "H", "H", "H", "H", "N", "N", "N", "O"],
  "xyz": [[1.12375, -0.87397, -0.72029], [1.32506, -0.43045, 0.84783], [0.64741, 0.35722, 1.61358], [-0.67199, 0.82478, 1.50044], [-1.69399, -0.07264, -2.90000], [-1.74935, -1.79999, -1.70270], [-0.61565, 0.35400, -0.72652], [2.13513, -1.69050, -2.50758], [2.29985, -0.37874, 1.24291], [1.14675, 0.66584, 2.59768], [-1.11712, 1.19482, 2.36925], [-1.62718, 0.13565, 1.20844], [-1.56322, 2.58883, 1.20301], [-0.99947, -0.95237, -2.22004], [0.12389, -0.35658, -1.12301], [2.06946, -1.56197, -1.23253], [-0.83335, 1.99608, 0.54951]]
}


3.
{
  "formula": "C4H9N3O2",
  "method": "ωB97M-V with the def2-TZVPD basis set",
  "spin_multiplicity": 1,
  "de_lowest_ev": 2.9767,
  "energy_ha": -472.484234,
  "charge": 0,
  "species": ["N", "C", "O", "C", "N", "C", "N", "C", "O", "H", "H", "H", "H", "H", "H", "H", "H", "H"],
  "xyz": [[1.97694, -0.33626, 0.21738], [1.19515, 0.55808, -0.54617], [1.66219, 1.23372, -1.47038], [-0.04307, 1.01953, 0.17934], [-0.06380, 2.22619, 0.84674], [-1.06322, 0.19449, -0.07266], [-2.20143, -0.02891, 0.62758], [-0.39141, -1.20656, -0.94448], [-0.29763, -2.21419, 0.04914], [2.93619, -0.38542, -0.10192], [1.81107, -0.35829, 1.21709], [-1.00016, 2.60424, 0.94480], [0.59960, 2.87380, 0.42598], [-2.75564, -0.83386, 0.34641], [-2.05081, -0.00489, 1.63574], [0.40333, -1.28842, -1.69067], [-1.27938, -1.40903, -1.55135], [0.56208, -2.64421, -0.11257]]
}


4.
{
  "formula": "C4H9N3O2",
  "method": "ωB97M-V with the def2-TZVPD basis set",
  "spin_multiplicity": 1,
  "de_lowest_ev": 2.6759,
  "energy_ha": -472.495289,
  "charge": 0,
  "species": ["C", "C", "N", "C", "C", "N", "O", "N", "O", "H", "H", "H", "H", "H", "H", "H", "H", "H"],
  "xyz": [[-0.87918, -0.63493, 0.43132], [-1.44210, -2.02272, 0.46348], [-0.53718, -0.13578, -0.81477], [1.21008, 0.24031, 1.21025], [0.29570, 0.88252, -0.96819], [0.66894, 1.26793, -2.25452], [0.92432, 0.61229, 2.47205], [0.80191, 1.40065, 0.20455], [2.10365, -0.50486, 0.93470], [0.19825, 1.24961, 2.43526], [-0.67210, -0.70521, -1.64606], [-1.32372, 0.11569, 1.07681], [1.66488, 1.41507, -2.37549], [0.14011, 2.03125, -2.65866], [1.61616, 1.98221, 0.02383], [-1.72973, -2.27755, 1.48398], [-2.33798, -2.15209, -0.16560], [-0.70201, -2.76437, 0.14705]]
}


5.
{
  "formula": "C4H9N3S",
  "method": "ωB97M-V with the def2-TZVPD basis set",
  "spin_multiplicity": 1,
  "de_lowest_ev": 0.5962,
  "energy_ha": -720.251443,
  "charge": 0,
  "species": ["H", "N", "C", "C", "N", "C", "C", "S", "N", "H", "H", "H", "H", "H", "H", "H", "H"],
  "xyz": [[-0.18591, -1.54348, -0.19763], [-1.21249, -1.61253, -0.15874], [-1.70143, -0.45085, -0.01668], [-3.19214, -0.26993, 0.01104], [-1.06046, 0.78424, 0.02128], [0.26976, 1.13196, 0.13442], [1.27405, 0.15757, 0.83409], [2.34446, -0.93864, -0.19769], [0.59191, 2.20814, -0.38708], [1.57648, 2.44042, -0.28097], [-3.49308, 0.11803, -0.98191], [-3.50810, 0.40464, 0.83306], [-3.70351, -1.23606, 0.15199], [-1.63828, 1.55853, -0.38412], [0.69292, -0.51064, 1.53260], [1.98671, 0.72700, 1.50257], [2.62722, -0.01160, -1.11790]]
}


6.
{
  "formula": "C4H9N3S",
  "method": "ωB97M-V with the def2-TZVPD basis set",
  "spin_multiplicity": 1,
  "de_lowest_ev": 0.6896,
  "energy_ha": -720.248011,
  "charge": 0,
  "species": ["N", "C", "C", "N", "S", "C", "C", "N", "H", "H", "H", "H", "H", "H", "H", "H", "H"],
  "xyz": [[2.69374, -1.02154, -0.20928], [1.75010, -0.04342, 0.20038], [0.28865, -0.43225, 0.07977], [-0.07588, -1.55859, -0.23891], [-1.78770, -1.70161, -0.33117], [-2.09698, -0.14265, 0.53136], [-0.76689, 0.65148, 0.32531], [-0.73141, 1.55155, -0.84076], [2.53341, -1.86841, 0.31920], [2.50596, -1.27058, -1.16614], [1.96947, 0.23573, 1.22359], [1.85054, 0.89853, -0.33634], [-2.95652, 0.37548, 0.03935], [-2.29605, -0.31916, 1.59010], [-0.49364, 1.32555, 1.18049], [-0.98459, 1.02997, -1.66007], [-1.40221, 2.28993, -0.70689]]
}


Number 1: HOMO-LUMO gap 0.3307 hartree. Number 2: HOMO-LUMO gap 0.3117 hartree. Number 3: HOMO-LUMO gap 0.3017 hartree. Number 4: HOMO-LUMO gap 0.2593 hartree. Number 5: HOMO-LUMO gap 0.3710 hartree. Number 6: HOMO-LUMO gap 0.3455 hartree.